*one*
An isolated ion of composition C4H12N2 and charge +2. Source: OMol25; level of theory: wB97M-V/def2-TZVPD.

Results
lowest unoccupied orbital energy	-7.92	eV
net charge	+2
SMILES	C=C([NH3+])CC[NH3+]
gap between HOMO and LUMO	11.0	eV

Atoms and positions in Å:
C  0.688  0.173  1.542
C  -0.576  0.439  0.690
C  -0.642  0.168  -0.787
C  -0.820  -1.033  -1.340
N  -0.678  1.339  -1.718
N  1.432  -1.101  1.244
H  0.258  0.126  2.541
H  1.408  0.984  1.558
H  -0.857  1.467  0.933
H  -1.330  -0.238  1.091
H  -0.439  -1.144  -2.352
H  -1.281  -1.918  -0.923
H  -0.197  1.115  -2.595
H  -1.612  1.719  -1.891
H  -0.150  2.095  -1.269
H  2.001  -1.443  2.023
H  2.001  -0.940  0.406
H  0.794  -1.808  0.847

Löwdin atomic charge list, values in e, 5 entries: number 1, C, carries -0.11; number 2, C, carries -0.11; number 3, C, carries -0.28; number 4, C, carries 0.14; number 5, N, carries 0.26

---

*two*
An isolated ion of composition C4H12N2 and charge +2. Source: OMol25; level of theory: wB97M-V/def2-TZVPD.

Results
lowest unoccupied orbital energy	-7.43	eV
net charge	+2
SMILES	[NH3+]/C=C/CC[NH3+]
gap between HOMO and LUMO	11.2	eV

Atoms and positions in Å:
C  -1.204  0.283  -1.770
C  -0.997  0.182  -0.220
C  0.257  -0.473  0.362
C  0.288  -0.575  1.726
N  1.535  -0.947  2.503
N  -0.126  1.238  -2.416
H  -2.082  0.859  -1.815
H  -1.186  -0.797  -2.119
H  -1.776  -0.463  0.076
H  -1.250  1.168  0.078
H  0.933  -0.900  -0.372
H  -0.433  -0.011  2.346
H  2.282  -0.257  2.434
H  2.077  -1.823  2.413
H  1.254  -0.878  3.508
H  0.813  0.990  -2.151
H  -0.288  2.232  -2.045
H  -0.272  1.336  -3.553

Löwdin atomic charge list, values in e, 5 entries: number 1, C, carries -0.09; number 2, C, carries -0.17; number 3, C, carries -0.02; number 4, C, carries -0.03; number 5, N, carries 0.20

---

Among the structures shown above, *one* is the most stable, with the second-best lying 24.3 kJ/mol higher.